*i*
A molecular structure, C10H16N2O3, computed with the ωB97M-V functional and the def2-TZVPD basis.

Geometry as ORCA input:
```
! RIJCOSX wB97M-V def2-TZVPD def2/J DEFGRID3
* xyz 0 1
O 0.0412 -0.5586 2.3653
O -1.9734 -1.3376 1.3872
O 1.7311 1.2599 -1.4322
N -1.5209 0.7339 -0.5057
N 0.9646 -0.7268 -0.4622
C 2.1155 -0.7152 0.4359
C -0.5544 2.2720 -2.0484
C -0.8835 3.0373 -0.8018
C -0.4917 0.8793 -1.5992
C 0.8535 0.3824 -1.1747
C 0.6602 -2.7343 0.5865
C -1.6504 2.0387 0.1487
C 1.7968 -1.9768 1.2989
C -0.0687 -1.5668 0.0926
C -0.5743 -1.0453 1.3139
H -1.1929 4.0173 -1.2112
H 0.4041 2.5378 -2.5576
H -0.7885 -1.7445 -0.6294
H -0.8026 0.2112 -2.4595
H -1.4585 2.2773 -2.7693
H 0.1871 3.3375 -0.4022
H 2.8789 -2.4968 1.1594
H -2.4625 0.3142 -0.8852
H 0.9709 -3.3576 -0.2361
H 0.0993 -3.3010 1.3480
H 1.6298 -2.0761 2.4883
H -1.3962 1.9922 1.2517
H 2.2181 0.0835 1.2914
H 3.2659 -0.8610 0.0185
H -3.0278 1.9941 -0.0669
H -2.2403 -1.3154 2.3592
*
```

Summary:
LUMO energy = 0.43 eV
Frontier orbital gap = 9.21 eV
HOMO energy = -8.781 eV
M = 212.2 g mol⁻¹


*ii*
C10H16N2O3 in the gas phase, computed with the ωB97M-V functional and the def2-TZVPD basis.

Geometry as ORCA input:
```
! RIJCOSX wB97M-V def2-TZVPD def2/J DEFGRID3
* xyz 0 1
O -0.5274 -1.0804 -2.3470
O 1.6496 -0.4061 -1.8860
O -2.4741 0.4018 1.3613
N -0.8562 -0.6778 0.4206
N 0.8151 1.7821 1.3106
C 0.4404 -1.0505 -0.1643
C -1.4445 -1.8064 1.1587
C 0.4226 -0.9015 -1.6669
C -0.5598 1.7603 0.7765
C 0.7051 -2.5713 0.1264
C -1.2741 0.4410 1.0264
C -0.2930 1.9540 -0.8647
C -0.2486 -2.8428 1.3008
C 1.8573 2.3425 0.5181
C 1.1362 2.5434 -0.9141
H -0.6065 -3.9011 1.2797
H 1.8904 -0.2996 -2.8531
H 0.9128 2.0643 2.2990
H -1.9438 -1.4216 2.1115
H -0.3592 0.8653 -1.2383
H 2.6237 1.5669 0.3692
H 1.8153 -2.8070 0.3176
H -0.0336 -2.9283 2.4106
H 1.8073 2.1327 -1.6141
H 1.2779 -0.3040 0.2863
H 1.2570 3.6581 -0.9038
H -1.1292 2.6014 1.1784
H -2.2189 -2.3070 0.5504
H -1.0572 2.5013 -1.2858
H 2.1985 3.2610 0.9612
H 0.2183 -2.9474 -0.7950
*
```

Summary:
LUMO energy = 0.48 eV
SMILES = O=C(O)[C@@H]1CCCN1C(=O)[C@@H]1CCCN1
Frontier orbital gap = 9.05 eV
HOMO energy = -8.577 eV
M = 212.2 g mol⁻¹


*iii*
2 unconnected molecules or ions with the total composition C10H16N2O3, computed with the ωB97M-V functional and the def2-TZVPD basis.

Geometry as ORCA input:
```
! RIJCOSX wB97M-V def2-TZVPD def2/J DEFGRID3
* xyz 0 1
O -2.5369 -1.9700 0.6290
O -2.7222 2.4834 0.7397
O -2.0585 -0.7848 -1.2489
N -2.6552 0.1593 0.7722
N 3.2172 -0.6250 -0.2706
C 2.4573 0.4986 -0.9271
C 0.9406 0.3366 -0.5393
C 0.1612 2.1237 1.1118
C -2.6567 1.3493 0.6306
C 0.2756 1.5957 -0.0797
C -2.3390 -0.8834 -0.1025
C -2.2262 -3.2175 0.0785
C 2.5359 -0.8328 0.9876
C -0.5422 2.3464 -1.1594
C 1.0000 -0.7322 0.6034
H 0.5697 -1.7497 0.4642
H -3.0367 -3.5358 -0.7144
H 2.6941 -0.1794 1.8137
H 2.6259 -1.8887 1.3346
H 0.0916 2.3256 -2.0848
H 2.9449 1.2760 -0.3441
H -0.4099 3.0537 1.1696
H -2.3421 -3.8143 0.8400
H -0.8584 3.3922 -0.6824
H 0.3833 -0.4466 1.5473
H 3.2338 -1.3648 -0.9554
H -1.2462 -3.0818 -0.4444
H 2.5539 0.6678 -2.0563
H 0.7891 1.7206 1.8833
H 0.5456 0.0737 -1.5189
H -1.3896 1.7040 -1.4770
*
```

Summary:
LUMO energy = 0.67 eV
SMILES = C=C(C)[C@@H]1CCNC1.COC(=O)N=C=O
Frontier orbital gap = 9.42 eV
HOMO energy = -8.750 eV
M = 212.2 g mol⁻¹


It turns out *ii* is the most stable, with the second structure 0.0124 hartree higher.